{
  "formula": "C63H125N7O10",
  "method": "wB97M-V/def2-TZVPD",
  "e_homo_ev": [-18.1, -18.1],
  "total_charge": 5,
  "homo_lumo_gap_ha": [0.234, 0.118],
  "energy_ha": -3609.1829,
  "s_squared": 0.7582,
  "fmax_ha_per_bohr": 0.14987,
  "spin_multiplicity": 2,
  "elements": ["H", "H", "C", "O", "H", "C", "C", "H", "H", "H", "H", "O", "H", "H", "H", "H", "C", "O", "O", "H", "C", "H", "H", "C", "H", "H", "C", "H", "H", "H", "H", "C", "H", "C", "H", "O", "H", "H", "C", "H", "N", "H", "C", "H", "H", "C", "H", "C", "C", "C", "O", "H", "H", "C", "H", "H", "H", "H", "H", "C", "H", "C", "H", "H", "H", "H", "C", "C", "H", "H", "H", "H", "C", "H", "H", "O", "C", "C", "H", "C", "H", "C", "H", "C", "H", "H", "H", "H", "C", "H", "H", "H", "H", "C", "C", "H", "H", "H", "H", "N", "C", "C", "H", "C", "H", "H", "H", "H", "H", "C", "H", "C", "H", "H", "H", "C", "H", "O", "C", "H", "N", "C", "H", "N", "C", "H", "C", "C", "C", "H", "H", "H", "H", "H", "H", "C", "H", "H", "C", "C", "H", "H", "H", "O", "H", "H", "H", "H", "C", "H", "C", "C", "H", "H", "H", "H", "C", "C", "C", "C", "H", "H", "C", "C", "N", "H", "H", "O", "C", "C", "C", "C", "H", "H", "C", "H", "H", "H", "N", "H", "H", "H", "H", "H", "H", "H", "N", "H", "H", "H", "C", "H", "H", "H", "H", "H", "C", "C", "C", "H", "H", "H", "H", "H", "C"],
  "xyz": [[-5.728, -3.315, 10.067], [-13.215, 2.336, 1.081], [-8.293, 0.050, 11.355], [-6.828, 1.456, 3.376], [-3.459, 0.952, 8.553], [-11.962, 0.668, 1.875], [-11.233, 11.173, 0.518], [-10.938, 7.430, 5.128], [-7.613, 6.254, 3.151], [-11.680, 11.891, 1.205], [-5.656, 8.360, 1.639], [-11.070, 1.430, 7.660], [-11.886, 4.628, 9.931], [-10.196, 1.707, 13.865], [-6.736, -1.467, 8.047], [-11.565, 2.006, 10.338], [-13.337, 1.799, 4.511], [-11.035, 4.486, 2.252], [-4.644, 1.323, 2.644], [-3.244, -0.169, 5.824], [-9.802, 4.150, 9.721], [-13.202, -1.847, 5.128], [-9.168, 4.969, 10.060], [-8.249, 6.686, 2.378], [-15.534, 3.980, 5.834], [-14.318, 3.059, 7.843], [-11.433, 9.728, 1.020], [-7.235, 4.269, 13.919], [-10.985, 4.815, 5.131], [-10.987, 4.891, 11.415], [-11.647, -0.239, 3.972], [-7.181, -5.418, 0.254], [-9.690, 2.319, 4.444], [-5.842, 1.940, 2.754], [-10.265, 4.270, 8.741], [-10.189, 0.521, 5.855], [-11.285, 1.499, 2.077], [-6.330, -0.819, 0.682], [-11.815, 5.468, 2.190], [-15.272, 2.709, 4.174], [-7.796, 8.179, 2.089], [-14.874, 0.014, 1.785], [-8.908, 8.966, 1.261], [-6.622, 3.607, 15.359], [-7.244, -5.826, -0.755], [-5.542, -0.990, 5.543], [-13.938, 4.702, 7.520], [-7.530, 8.946, 3.443], [-7.230, -1.918, 3.829], [-9.018, 0.480, -1.630], [-11.838, 6.251, 1.218], [-6.406, 7.283, 4.468], [-3.946, -2.888, 8.264], [-8.654, 0.085, -0.415], [-13.328, -0.375, 6.127], [-5.725, 9.868, 5.795], [-8.729, 4.363, -1.779], [-9.638, 3.478, 3.593], [-6.961, 3.666, 6.453], [-7.947, 5.961, 1.031], [-7.616, 5.190, 6.791], [-9.588, 4.094, -1.164], [-5.747, -3.362, 0.971], [-9.275, 6.707, 2.744], [-15.111, 1.660, 2.297], [-12.651, 1.485, 5.297], [-7.626, 4.415, 6.024], [-4.509, 1.951, 6.850], [-9.183, 2.885, 15.916], [-9.163, 3.099, 6.568], [-8.472, 9.949, 1.082], [-10.843, 4.614, 6.722], [-6.484, 9.098, 5.663], [-14.446, -2.321, 7.318], [-12.755, 3.407, 7.059], [-9.287, -0.039, 7.707], [-9.134, 2.779, 9.916], [-5.782, 0.991, 6.932], [-9.120, 2.076, 9.082], [-13.290, 1.264, 1.263], [-5.761, 5.952, 1.359], [-12.326, -0.052, 3.140], [-13.372, 0.963, 0.218], [-6.554, 7.973, 1.158], [-8.782, -0.038, -2.548], [-5.208, -3.213, 7.065], [-11.330, -0.085, 1.403], [-9.365, 2.194, -2.896], [-11.189, 2.760, 11.029], [-6.119, -5.507, 0.482], [-8.004, 4.902, 1.283], [-8.081, 2.871, 10.180], [-5.410, -4.751, 9.066], [-13.805, 3.696, 7.123], [-14.470, 3.798, 5.687], [-11.737, 11.279, -0.443], [-8.744, -1.769, 11.816], [-2.479, 1.538, 7.306], [-14.017, 4.518, 5.006], [-7.557, -3.988, 0.160], [-11.070, 4.243, 10.543], [-14.360, 0.874, 2.214], [-7.884, -5.893, 0.938], [-5.654, -1.339, 8.036], [-12.628, -1.040, 2.794], [-10.227, 11.575, 0.392], [-5.227, -0.202, 4.860], [-8.644, -2.118, 2.345], [-6.553, 1.198, 6.190], [-10.202, 4.891, 5.886], [-8.692, 3.820, 12.252], [-14.606, 2.446, 4.996], [-14.657, -1.422, 3.507], [-7.996, 0.047, 12.403], [-7.610, 0.545, 10.664], [-9.701, 2.677, 13.815], [-8.641, 6.268, 0.248], [-9.520, 6.152, 5.934], [-6.660, -2.987, 0.534], [-10.206, 9.928, 2.726], [-13.680, 0.612, 3.566], [-8.236, -1.323, -0.150], [-6.716, 8.586, 0.272], [-9.083, 3.121, 4.358], [-8.627, 0.992, 0.688], [-10.258, 0.437, 10.303], [-9.347, 1.828, -1.880], [-9.062, 2.806, 12.404], [-5.822, -3.741, 9.068], [-15.203, 1.795, 5.634], [-8.515, 9.039, 3.900], [-15.463, -0.109, 4.343], [-12.487, 6.713, 1.753], [-9.710, 4.685, -0.256], [-4.348, 2.019, 2.053], [-10.336, 9.149, 1.976], [-8.172, 2.188, 12.521], [-12.784, 2.485, 3.870], [-9.038, 2.337, 0.434], [-6.967, -1.635, 0.372], [-11.603, 9.088, 0.154], [-7.913, 4.752, 15.436], [-7.233, 9.966, 3.200], [-12.696, 5.730, 2.989], [-8.354, 0.668, 1.681], [-11.749, 2.727, 11.963], [-9.097, -0.265, 6.794], [-7.424, -2.093, 6.098], [-10.331, 7.340, 6.029], [-9.437, -2.622, 3.893], [-6.997, -1.438, 5.338], [-8.144, -1.425, 10.973], [-12.430, 9.702, 1.458], [-9.448, -4.486, -0.528], [-15.737, -1.235, 6.769], [-6.445, 8.478, 6.558], [-9.157, -2.316, -0.416], [-13.887, -1.112, 5.549], [-10.258, 0.629, 7.065], [-3.643, -0.312, 6.828], [-4.900, -1.866, 5.452], [-10.981, 7.149, 6.882], [-5.020, -2.867, 8.082], [-6.493, 6.497, 0.763], [-5.204, -0.428, 6.852], [-5.325, -0.706, 8.861], [-8.204, 2.928, 3.899], [-5.895, 3.091, 2.295], [-8.760, -3.678, -0.330], [-8.736, -1.938, 3.416], [-14.491, -0.571, 4.168], [-3.448, 1.065, 7.469], [-6.267, 6.379, -0.297], [-8.089, 1.875, 14.868], [-6.433, 8.369, 4.372], [-4.351, 2.126, 5.785], [-6.854, -2.941, 3.792], [-3.197, -1.219, 7.236], [-9.789, 2.163, 11.200], [-6.692, -1.338, 3.079], [-7.433, 9.626, 5.761], [-6.177, 1.094, 7.943], [-9.232, 2.984, 1.277], [-10.129, -2.138, -0.852], [-4.678, 2.844, 7.452], [-7.129, 4.903, 5.185], [-9.410, 2.733, -0.831], [-9.718, 8.234, 6.147], [-7.118, -1.750, 11.143], [-15.311, -2.693, 5.900], [-7.564, 3.880, 14.883], [-10.605, 8.195, 2.430], [-10.396, 0.314, 12.070], [-5.483, 8.587, 3.884], [-7.627, -0.568, 5.521], [-8.463, -1.712, 9.971], [-8.722, 2.760, 14.936], [-9.756, 0.640, 11.249], [-14.894, -1.846, 6.445], [-10.606, 4.304, -1.494], [-9.240, -0.984, 3.574], [-10.503, 3.415, 13.839], [-6.801, -3.866, 8.606], [-8.995, 8.396, 0.336], [-9.070, 3.819, 5.755]],
  "atomic_forces_ev_per_a": [[-0.662, -0.244, -0.018], [0.267, 0.237, 0.774], [-0.553, 0.377, -1.113], [0.096, -1.546, 0.289], [-0.645, 0.380, 0.172], [1.098, 1.086, 0.593], [-0.179, 0.313, 0.236], [-0.182, 0.156, -0.123], [0.067, 0.347, -0.043], [-0.219, -0.104, 0.034], [-0.177, -0.193, 0.174], [1.635, -1.771, -0.253], [-0.241, -0.504, 0.295], [-0.126, -0.119, 0.111], [0.051, 0.474, -0.198], [-0.816, 0.712, -0.420], [-1.080, -0.288, -1.071], [-0.640, 0.406, 0.859], [-0.895, -0.614, -0.052], [-0.723, -0.530, -0.391], [-0.081, 0.258, -0.322], [0.557, -0.144, 0.728], [0.317, -0.051, -0.782], [0.205, 1.298, -1.277], [0.158, 1.033, 0.102], [-0.124, -0.342, -0.470], [0.395, -0.299, -0.483], [-0.389, -0.281, -0.393], [0.329, 0.237, -1.020], [0.084, -0.039, -0.017], [0.093, 0.839, 0.044], [0.272, 0.063, -0.630], [0.625, -1.770, 0.909], [-2.180, 1.452, 1.521], [1.287, 0.001, -0.514], [0.088, -0.565, -4.501], [0.105, 0.171, 0.084], [0.467, -0.259, -0.013], [3.259, -4.726, -0.697], [0.101, -0.496, -0.506], [-0.416, -0.544, 0.630], [0.090, -0.406, 0.938], [-0.593, -0.526, 1.248], [-0.325, -0.568, 0.231], [-0.382, -0.147, 0.077], [-0.516, -1.365, -0.512], [0.529, 0.091, 0.298], [0.155, -0.776, -0.914], [-1.095, -0.397, 2.234], [-0.302, 2.929, -3.293], [1.199, 1.554, -2.885], [-0.560, -0.018, 0.147], [-0.134, 0.202, 0.125], [1.143, -0.453, 4.115], [-0.038, 0.190, -0.251], [0.091, -0.133, -0.239], [-0.559, 0.682, -0.125], [-0.352, 2.117, 0.032], [-0.073, -0.380, -0.483], [0.688, 1.133, 1.897], [-0.632, -0.067, 0.000], [-1.188, 1.978, 0.792], [0.122, 0.154, -0.096], [0.085, 0.002, -0.157], [0.042, -0.121, 0.357], [-0.153, -0.447, -0.013], [-0.309, -0.061, 0.181], [-1.845, -1.835, 0.377], [-0.123, -0.494, -0.223], [-0.612, -0.631, -0.764], [0.059, -0.172, -0.177], [0.501, 0.541, 0.921], [-0.488, 0.891, 1.733], [0.291, 0.411, 0.006], [0.029, -0.011, 0.186], [-0.066, -0.166, 0.903], [0.944, -0.178, 1.178], [1.462, 0.726, 1.266], [-0.922, 0.007, 0.124], [2.461, -0.021, -1.153], [-0.122, -0.111, -0.064], [-2.246, -0.200, -0.326], [-0.677, -0.771, 0.204], [-0.498, 0.599, 0.048], [-0.448, -0.748, 0.124], [0.236, -0.384, -0.028], [-0.387, 0.268, -1.182], [-0.484, 0.313, 0.062], [-0.769, -0.567, 0.531], [-0.281, 0.024, 0.602], [0.283, -0.108, -0.562], [0.038, 0.251, 0.038], [0.227, 0.097, 0.176], [-0.513, 1.185, -1.371], [-0.111, -1.764, 1.804], [0.008, 0.112, 0.086], [-0.168, -1.745, -0.666], [0.255, -0.512, -0.339], [0.038, 0.224, 0.310], [0.932, 1.662, 0.110], [0.145, -1.948, 1.188], [-0.499, 0.976, 0.119], [0.443, -0.204, -0.002], [1.701, -0.871, 0.143], [-0.139, -0.174, 0.234], [0.310, -0.618, -0.105], [-0.329, -0.369, -0.525], [-0.830, -0.216, -0.064], [0.188, -0.443, -0.075], [0.845, 0.061, -0.049], [-0.555, -0.027, -0.632], [-0.408, 0.376, -0.216], [0.520, 0.489, -0.480], [0.370, 0.714, -0.180], [0.015, 0.949, 0.494], [-1.572, 0.403, -1.912], [0.099, -0.114, 0.097], [-0.411, -0.184, -0.429], [-1.057, -0.314, -0.384], [0.006, -0.320, 0.407], [1.177, -3.361, -0.387], [-0.079, 0.068, -0.158], [-0.103, 0.105, 0.164], [-1.555, 0.187, 0.849], [-1.139, 1.458, -2.040], [0.166, -0.716, -0.037], [0.755, -0.286, 2.169], [0.979, -1.470, 1.237], [0.899, 0.281, -1.137], [0.277, -0.219, 0.141], [0.087, -0.392, 0.167], [-0.197, -0.207, 0.088], [-1.917, 3.698, -1.638], [1.053, -0.183, 0.135], [1.812, 0.079, -0.506], [1.192, 0.717, -1.055], [0.317, 0.195, -0.472], [0.047, 0.148, -0.185], [-0.281, -2.562, -0.295], [-0.882, -1.133, -0.085], [0.550, -0.276, -0.212], [0.014, 0.124, -0.057], [-0.008, -0.022, -0.357], [-1.898, -1.055, 4.259], [0.174, 0.208, 0.215], [0.163, -0.411, 0.022], [2.633, -2.140, -0.530], [0.608, -0.843, -0.294], [-0.484, -1.485, 0.160], [0.604, -0.570, 0.053], [-0.272, 1.421, -1.354], [-0.855, 0.427, 1.251], [0.170, -0.025, 0.700], [0.101, -0.118, -0.250], [0.148, 0.162, 0.012], [0.184, -0.252, -0.190], [0.769, -2.004, -0.806], [-0.285, -0.239, -1.490], [-4.269, 5.113, 3.876], [-0.323, 1.600, 0.283], [0.143, 0.068, -0.421], [-0.218, 0.736, 0.083], [-1.060, 2.003, -0.610], [-1.098, -0.477, 0.030], [0.154, -0.709, -0.135], [-0.219, -0.482, 0.464], [1.482, -1.109, 0.309], [0.210, 0.960, -1.154], [-0.333, 1.710, 0.868], [0.774, 0.459, -0.180], [-0.680, 1.583, 3.273], [1.285, -0.220, 0.584], [0.298, 0.112, 0.137], [-0.512, -0.580, 0.518], [0.307, -0.210, -1.880], [0.422, 0.434, 0.148], [0.093, -0.149, -0.225], [-0.144, 0.412, 0.337], [0.604, 2.853, 0.366], [0.148, 0.357, 0.512], [-0.131, 0.135, 0.060], [-0.313, -0.080, -0.103], [0.320, 0.517, -0.405], [-0.080, 0.248, 0.148], [0.023, 0.117, -0.430], [-0.226, -0.297, -0.311], [0.948, -3.563, -0.083], [0.160, -0.372, 0.166], [-0.064, 0.101, 0.012], [-0.201, 0.030, -0.152], [-1.101, 0.500, 0.260], [-0.254, 0.179, 0.105], [0.103, 0.050, 0.008], [0.126, -0.002, -0.053], [-0.034, 0.420, -0.539], [-0.338, 0.041, 0.249], [3.219, 1.124, -0.056], [0.719, 0.416, -0.709], [-0.312, -0.354, -0.632], [0.250, -0.445, -1.380], [0.390, 0.457, -0.088], [-0.061, 0.165, 0.507], [-0.438, 0.280, 0.851], [-0.060, 0.230, -0.011], [1.357, 1.685, -0.195]]
}